Density functional theory data (the ωB97M-V functional and the def2-TZVPD basis) for a molecular structure, C30H21CaClF9N4O6PS5Se2 at a distorted geometry.

Geometry as XYZ:
```
80
Properties=species:S:1:pos:R:3:forces:R:3:mulliken_charge:R:1
Se 2.55356 0.02018 0.58894 -0.1219 0.0424 -0.2508 -0.381
Se -0.72244 0.22618 2.61114 1.0624 -0.1498 1.2392 -0.623
Ca -1.49714 0.84118 0.14124 1.4682 -5.0489 -1.2177 1.502
Cl -3.66444 -0.40562 3.25844 -0.2483 -0.4636 0.6010 -0.191
S -1.66164 1.39598 -7.68136 -0.3549 0.4499 -0.5510 -0.499
S -0.67024 3.16028 -0.26636 1.4793 3.4984 -1.2134 0.976
S -1.00644 5.50978 0.73474 -0.6245 1.0363 1.0372 1.048
S -2.36524 0.92558 -4.83986 1.0665 -0.8715 0.0232 -0.138
S -1.64824 -0.73172 -2.35226 -0.1761 -0.0689 0.9427 -0.211
P 1.44976 0.23138 2.39264 0.2778 -0.0105 0.5700 0.720
F -0.57634 2.64328 -2.85496 0.0481 0.0530 0.3998 -0.173
F -2.67194 4.34748 2.57234 -0.0874 0.1399 -0.3114 -0.235
F -2.61624 -6.76782 0.04574 -0.2421 0.1933 -0.0728 -0.300
F -0.60034 3.74678 2.72454 -0.1223 0.2443 -0.0695 -0.098
F -1.21924 5.69748 3.38404 -0.0007 0.1721 -0.1721 -0.281
F -1.08294 -6.75672 1.55054 0.0517 0.1445 0.1757 -0.268
F -0.54514 -6.78242 -0.52696 0.1308 0.1343 -0.1379 -0.266
F -2.55034 3.17608 -2.17116 0.0399 -0.0933 0.3920 -0.230
F -1.03964 4.69498 -2.43506 0.0295 -0.0714 0.2936 -0.232
O -0.40044 6.76428 1.04744 0.5206 -0.1207 -0.0321 -0.740
O -1.85974 2.88968 0.48624 -1.3328 0.8973 0.3893 -0.601
O 0.22016 2.05398 -0.38336 1.5638 0.3640 -0.5510 -0.328
O -5.53684 0.48578 0.24554 -0.2932 0.0853 -0.0965 -0.705
O -2.22864 5.53288 -0.00496 -0.3585 0.0425 -0.1484 -0.610
O -3.33264 0.23948 0.37404 -2.2368 -0.7759 0.2654 -0.531
N -1.24834 -1.98322 0.34954 -0.1811 0.3296 -0.1824 0.955
N 0.05266 4.46988 0.17504 0.1041 -0.3666 -0.3016 -0.550
N -0.34804 -0.20202 -5.91366 -0.9904 0.8711 -0.0002 0.633
N -0.34274 -0.65112 -4.63366 0.4752 -0.6393 0.8454 -0.850
C 2.03376 2.85858 5.42464 -0.0070 0.0077 0.1535 -0.605
C -1.41664 4.76588 2.43744 0.3398 -0.1136 0.6433 0.562
C 2.46916 2.84048 2.67854 0.0664 -0.1395 -0.0095 -0.408
C 3.45396 -1.28952 3.63044 0.0278 0.0308 0.0882 -0.518
C 2.55576 3.97728 4.79104 0.0199 0.1515 0.0172 -0.483
C -0.18024 -2.71122 0.62574 0.4001 -0.3456 0.1966 -0.460
C -1.29854 -0.22352 -3.89306 -0.6875 0.8958 -1.2870 -0.085
C -4.47084 0.50118 0.83844 -1.3366 0.1407 0.8900 0.293
C 1.72746 1.73338 4.68764 0.0757 -0.0328 -0.0778 -0.621
C 1.21486 -2.07452 4.00124 -0.1476 0.2380 -0.0038 -0.095
C 1.96576 1.71848 3.31804 -0.0882 -0.1301 -0.1707 0.476
C 1.42276 -1.78382 -6.15006 -0.0110 -0.0515 0.0894 -0.363
C -2.51164 -3.98292 0.04034 0.2952 -0.1613 0.1250 -1.115
C -1.41844 -6.24122 0.34664 0.0503 -0.3083 0.0427 0.758
C 0.86856 -0.41702 -8.05286 -0.1518 0.1869 -0.0362 -0.431
C -2.38424 -2.59862 0.06424 -0.2847 -0.2837 -0.0246 -0.454
C -4.49354 0.86338 2.35624 -0.1500 0.2039 -0.7835 0.136
C 3.07636 -3.33572 4.82954 -0.0762 -0.1489 0.0592 -0.400
C 0.63836 -0.77682 -6.72696 0.5279 -0.3893 -0.3234 0.673
C 1.71046 -3.17572 4.67574 0.0661 -0.1872 0.1021 -0.746
C -0.19144 -4.09842 0.64184 -0.3086 0.0343 -0.0827 -1.246
C 2.62426 -2.05992 -8.20756 0.0936 -0.0342 -0.1350 -0.429
C -1.25724 3.44278 -2.02756 0.0663 0.3024 -1.1531 0.673
C -1.38684 -4.74042 0.33874 -0.0774 0.1128 -0.0250 0.618
C 1.85446 -1.06222 -8.77856 0.1510 -0.1505 0.0470 -0.652
C 2.40326 -2.41482 -6.88636 -0.0017 0.0326 -0.0839 -0.586
C 3.94566 -2.38692 4.31304 0.1205 0.0551 0.0209 -0.594
C -1.34784 0.66278 -6.23476 -0.0866 -0.0017 0.1781 0.344
C 2.76206 3.97278 3.42104 0.0244 0.1047 0.0689 -0.512
C 2.08126 -1.12772 3.47654 -0.3231 0.0635 -0.2930 0.175
H 5.01236 -2.51852 4.43074 0.0938 0.0208 -0.0072 0.374
H 1.85756 2.86778 6.49244 -0.0014 0.0284 0.0480 0.360
H 3.14376 4.85538 2.92684 0.0166 0.0591 -0.0295 0.390
H -5.51804 0.94188 2.71734 0.1613 0.0231 -0.0907 0.331
H -3.93884 1.79018 2.51514 -0.0868 -0.0127 0.0424 -0.176
H 2.99646 -3.19242 -6.42456 0.0170 -0.0261 0.0415 0.346
H 2.02136 -0.77702 -9.80766 -0.0082 0.0492 -0.0822 0.346
H 4.12996 -0.56832 3.18984 0.0052 0.0167 -0.0355 0.384
H 2.78786 4.86108 5.37014 0.0102 0.0665 0.0169 0.360
H -3.45424 -4.44932 -0.20136 -0.0449 0.0051 -0.0149 0.466
H 0.14746 -1.93062 3.86984 0.0577 -0.0724 -0.0037 0.330
H 0.27486 0.35468 -8.51346 0.0700 -0.0566 0.0520 0.163
H 3.38966 -2.55722 -8.78496 0.0905 -0.0501 -0.0717 0.358
H 3.46376 -4.20842 5.33764 0.0456 -0.0423 0.0602 0.365
H 0.73266 -2.17022 0.85114 -0.0037 0.0065 -0.0611 0.295
H 0.69636 -4.66152 0.88534 0.1149 0.0098 0.0060 0.462
H 1.02606 -3.91412 5.06864 -0.0460 -0.0807 0.0434 0.409
H 1.29336 0.85538 5.15034 -0.0022 0.0479 0.1037 0.338
H -3.22284 -1.95222 -0.15686 -0.0653 -0.0470 -0.0359 0.626
H 1.23876 -2.05482 -5.12256 0.0514 -0.0016 -0.0524 0.501
H 2.63036 2.82068 1.60784 -0.0092 -0.0441 -0.0281 0.275
```
Forces are in eV/Å.

Properties
* HOMO-LUMO gap: 0.2558 Ha
* HOMO energy: -3.0 eV
* spin multiplicity: 1
* energy: -10998.3094 hartree
* LUMO level: 3.919 eV
* molecular weight: 1129.26 g mol⁻¹
* net charge: -2

Density functional theory data (the ωB97M-V functional and the def2-TZVPD basis) for a molecular structure, C26H22F4LuN6O3Si at a distorted geometry.

Geometry as XYZ:
```
63
Properties=species:S:1:pos:R:3:forces:R:3:nbo_charge:R:1
Lu -0.50814 -0.09116 -0.09826 1.3874 2.9280 -0.2426 1.895
Si -0.81340 0.16314 3.37099 -0.5819 -0.0240 0.3019 1.800
F -4.10918 -2.01773 -1.97882 -0.0617 0.1288 0.1311 -0.316
F -2.02227 -1.43616 -2.03796 -0.3820 -0.0953 -0.2675 -0.332
F -3.41833 -0.67752 -3.51636 -0.0342 0.1247 0.0656 -0.322
F 1.93317 -0.47593 -0.02118 0.0653 0.1419 0.3734 -0.355
O -1.12313 -1.92470 0.49705 -0.9745 -3.1536 1.0612 -0.585
O -4.67398 0.74516 -1.26897 -0.0375 0.0999 0.0919 -0.611
O -2.50612 0.61185 -0.66522 0.5547 0.4304 0.6044 -0.807
N 1.77603 -4.73685 -1.80386 0.0300 0.0115 -0.0230 -0.307
N 0.22744 0.45095 -2.38627 -0.5910 1.4702 0.2765 -0.305
N -1.35992 -5.42722 1.05992 -0.0174 -0.0270 -0.0153 -0.279
N 0.36033 0.06932 2.12307 -0.7025 0.0256 -0.4803 -1.216
N -0.18618 -2.40384 -0.25606 -0.2133 -0.6589 0.0661 -0.006
N 0.10680 1.68755 -2.64252 0.6039 -1.3995 -0.7525 -0.087
C -0.78094 -4.63809 0.45889 -0.3950 0.0793 0.3860 0.259
C 0.20120 2.59260 -1.60666 -0.1778 0.7728 1.2527 0.002
C 0.09405 -2.08518 -5.71854 0.0336 -0.0151 0.0066 -0.216
C -0.44486 0.03838 -4.72669 -0.0370 0.0516 0.2745 -0.221
C -0.47477 -0.82111 -5.80798 -0.0005 -0.0527 -0.0060 -0.211
C -2.48609 0.17636 2.47470 0.4958 -0.1108 0.2145 -1.125
C 0.46132 4.59122 0.25361 0.0404 0.0239 -0.1014 -0.201
C -3.30527 -0.97780 -2.21534 0.2389 0.1683 0.2175 0.874
C 4.55422 0.05994 2.45493 0.0045 0.0418 0.1237 -0.287
C 0.15780 -0.36693 -3.53524 0.1783 -0.5401 -0.6714 0.184
C 2.55180 -0.19100 1.20538 -0.0280 0.0545 -0.0252 0.368
C 0.73130 -1.63416 -3.44854 -0.0648 0.3786 0.1349 -0.232
C -3.55913 0.28087 -1.26696 -0.2756 -1.0327 -0.9599 0.734
C 0.70133 -2.48600 -4.53716 0.0029 -0.1446 -0.0524 -0.200
C -0.01964 -3.69329 -0.28908 0.0163 0.4142 -0.0510 -0.103
C 2.39311 0.36054 3.49265 -0.2179 -0.0419 -0.1768 -0.278
C 0.98555 -4.24578 -1.12952 0.4014 0.0454 -0.3509 0.276
C 0.08513 2.21604 -0.24092 0.3615 0.3832 -0.6362 -0.476
C 0.27865 3.27423 0.65422 -0.1809 -0.1475 0.1070 -0.166
C -0.72962 -1.32277 4.56154 0.0206 0.3562 -0.3091 -1.120
C -0.85524 1.74985 4.43607 0.2454 -0.3423 -0.2692 -1.118
C 3.77064 0.34167 3.56821 0.2310 -0.0208 -0.0090 -0.200
C 3.92014 -0.20702 1.24843 -0.0625 -0.0363 -0.1465 -0.268
C 1.69744 0.08406 2.29071 0.3463 -0.0095 -0.1448 0.143
C 0.53716 4.91925 -1.09900 -0.0148 0.1286 0.1246 -0.262
C 0.41226 3.91721 -2.03253 0.0513 -0.3959 -0.1461 -0.165
H 0.17880 -1.30184 5.16401 0.0788 0.0059 0.0291 0.227
H 5.63288 0.05486 2.51811 0.0205 -0.0079 -0.0006 0.205
H -0.91426 1.00961 -4.77339 0.0151 0.0376 -0.0158 0.232
H 1.20640 -1.92278 -2.52050 0.0276 -0.0511 -0.0257 0.228
H 0.05731 -2.75852 -6.56503 0.0034 -0.0070 -0.0080 0.207
H -1.58127 -1.33816 5.24182 -0.0820 0.0519 0.0522 0.225
H -0.88210 2.63489 3.80011 0.0092 0.0576 -0.0556 0.232
H 0.54075 5.38069 0.99329 0.0706 -0.0366 0.0319 0.199
H 1.80406 0.60424 4.36629 0.0126 -0.0144 0.0878 0.204
H -3.30614 0.28414 3.18404 -0.0348 0.0295 0.0725 0.240
H 4.24981 0.55262 4.51683 -0.0068 0.0220 0.0107 0.202
H -0.73443 -2.25578 3.99800 0.0008 -0.0475 -0.0686 0.239
H -2.65804 -0.74859 1.92276 -0.0842 -0.0180 -0.0355 0.244
H 1.14479 -3.46951 -4.45211 0.0170 -0.0082 0.0010 0.223
H -2.54317 1.01891 1.78096 -0.0879 0.0149 -0.0066 0.256
H 0.69482 5.94621 -1.40497 0.0034 -0.0192 -0.0194 0.203
H -0.00197 1.84299 5.10738 0.0715 0.0263 0.0418 0.221
H -0.96127 -0.50760 -6.72203 -0.0137 -0.0030 -0.0275 0.209
H 0.27072 3.06430 1.72051 -0.0703 -0.0186 0.0099 0.189
H 0.51986 4.10580 -3.09364 -0.1119 0.0698 -0.0294 0.209
H 4.47964 -0.42447 0.34910 -0.0075 -0.0239 -0.0528 0.220
H -1.75791 1.75803 5.04775 -0.0903 -0.0710 0.0315 0.227
```
Forces are in eV/Å.

Properties
* HOMO-LUMO gap: 0.2361 Ha
* HOMO energy: -4.9 eV
* spin multiplicity: 1
* energy: -3482.9089 hartree
* LUMO level: 1.505 eV
* molecular weight: 745.55 g mol⁻¹
* net charge: -1

Density functional theory data (the ωB97M-V functional and the def2-TZVPD basis) for a molecular structure, C16H12BiN2O6 at a distorted geometry.

Geometry as XYZ:
```
37
Properties=species:S:1:pos:R:3:forces:R:3:nbo_charge:R:1
Bi -0.05293 -0.07803 -3.66295 -0.6556 0.5437 4.3743 1.505
O -0.07190 3.41183 -4.68955 -0.0745 -4.0870 1.2129 -0.225
O -0.06939 -1.91958 -6.75826 -0.0504 2.7183 3.3671 -0.225
O -0.07890 -3.57542 -2.16508 0.0421 3.4134 -2.0821 -0.278
O -3.66057 -0.65009 -3.17397 4.1954 1.7007 -1.1313 -0.258
O -0.28408 0.32661 -1.21598 -0.9961 -0.6521 -3.3230 -0.790
O 3.49259 -0.69769 -3.32415 -4.2506 1.8071 -0.5164 -0.246
N 1.24667 0.67490 1.84570 0.6228 0.1831 0.0759 -0.113
N 0.18064 0.33397 1.07770 -0.3280 -0.0123 -1.6697 -0.177
C -0.07902 -1.21488 -5.85531 0.0415 -3.7045 -5.1886 0.464
C -0.06394 -2.59737 -2.75803 -0.0206 -3.7233 2.1458 0.485
C 1.20894 0.73168 3.30884 0.2440 0.1100 0.6489 -0.435
C -2.93740 -1.67344 1.16105 0.0029 0.1658 0.1303 -0.186
C 3.61434 1.41106 1.56091 0.4512 0.1387 -0.0992 -0.675
C 1.91848 0.85123 -0.26550 -1.7130 -0.4342 -0.6332 -0.414
C 2.42945 -0.28174 -3.45339 5.4284 -2.0158 0.5110 0.484
C -3.58445 -1.15690 2.28730 0.0493 0.1720 0.0199 -0.164
C 0.54854 0.47043 -0.25035 2.0392 0.5321 1.9307 0.537
C -1.74174 0.36450 2.65094 0.1577 0.1242 -0.2696 -0.226
C -2.98191 -0.14885 3.03949 0.1884 0.0492 -0.2913 -0.169
C -1.67138 -1.21587 0.81248 0.1620 0.1540 0.0699 -0.245
C 2.28973 0.99608 1.04961 -0.0079 -0.1991 0.7529 0.298
C -1.07342 -0.18081 1.54780 -0.8678 -0.2741 0.2875 0.151
C -2.61295 -0.26524 -3.44677 -4.8885 -1.7817 1.2628 0.501
C -0.08394 2.31354 -4.36952 0.0881 5.4372 -1.5783 0.487
H -4.57380 -1.51169 2.56884 0.2359 0.0047 -0.0917 0.253
H 0.89339 -0.21689 3.76716 -0.0018 0.2740 -0.4229 0.256
H 3.56151 2.37118 2.09865 0.0578 -0.3811 -0.1100 0.271
H -3.48989 0.29085 3.89840 0.1359 -0.2011 -0.2453 0.256
H 2.23013 0.93522 3.63882 -0.1524 -0.1156 -0.1348 0.256
H 4.25794 1.54199 0.67916 -0.0293 0.0325 0.4746 0.250
H 2.48922 1.00632 -1.17753 0.0522 0.2010 0.5590 0.212
H -3.43609 -2.41941 0.54425 0.1841 0.0362 0.2481 0.232
H -1.31934 1.21783 3.17805 -0.2379 -0.2875 -0.0976 0.232
H -1.14240 -1.63986 -0.04325 -0.1905 0.0539 0.3335 0.187
H 0.58911 1.55773 3.68883 0.2132 -0.3255 -0.3690 0.239
H 4.05875 0.63681 2.20559 -0.1274 0.3429 -0.1513 0.267
```
Forces are in eV/Å.

Properties
* HOMO-LUMO gap: 0.1494 Ha
* HOMO energy: -16.8 eV
* spin multiplicity: 1
* energy: -1391.2199 hartree
* LUMO level: -12.705 eV
* molecular weight: 537.26 g mol⁻¹
* net charge: +3

Density functional theory data (the ωB97M-V functional and the def2-TZVPD basis) for a single CH2Cl2NO2P molecule at a distorted geometry.

Geometry as XYZ:
```
9
Properties=species:S:1:pos:R:3:forces:R:3:nbo_charge:R:1
Cl -0.45382 4.68080 0.35915 -0.2645 -0.7974 0.2333 -0.246
Cl -0.72864 3.03229 3.05019 0.2417 -0.2547 -0.4493 -0.232
P -1.33139 3.00269 1.12944 -0.4418 -0.2247 -0.3772 2.006
O -0.65374 1.79260 0.35478 -1.1569 0.8052 0.4420 -0.826
O -2.78689 2.95348 1.02330 0.7836 0.2936 -0.0514 -1.017
N 0.05146 -0.33508 -0.06800 -1.7962 1.0306 0.5963 -0.591
C 0.30542 0.86655 0.16187 0.6500 -0.3157 -0.2678 0.411
H 0.92560 -0.75460 -0.21053 1.4285 -1.1652 -0.3987 0.346
H 1.29836 1.25993 0.09074 0.5556 0.6284 0.2728 0.148
```
Forces are in eV/Å.

Properties
* HOMO-LUMO gap: 0.4249 Ha
* HOMO energy: -11.4 eV
* spin multiplicity: 1
* energy: -1506.3582 hartree
* LUMO level: 0.129 eV
* SMILES: [H]/N=C/OP(=O)(Cl)Cl
* molecular weight: 161.91 g mol⁻¹

Q: Which of these has the lowest molecular weight?
A: CH2Cl2NO2P